[1]
{
  "formula": "C30H75F2N6O18S3Sn",
  "method": "the ωB97M-V functional and the def2-TZVPD basis",
  "multiplicity": 1,
  "e_homo_ev": -5.2116,
  "total_charge": -1,
  "homo_lumo_gap_ev": 6.0,
  "symbols": ["N", "H", "O", "H", "O", "H", "H", "O", "H", "H", "H", "H", "C", "H", "O", "N", "C", "H", "H", "H", "N", "S", "C", "O", "H", "H", "C", "H", "O", "C", "C", "C", "C", "H", "C", "O", "C", "H", "C", "H", "H", "C", "C", "H", "H", "C", "H", "H", "C", "C", "N", "C", "H", "H", "O", "H", "H", "H", "H", "C", "H", "O", "O", "F", "H", "C", "H", "H", "H", "N", "C", "H", "H", "C", "C", "N", "Sn", "O", "H", "H", "H", "O", "H", "O", "H", "H", "C", "H", "O", "H", "C", "H", "H", "C", "O", "H", "H", "H", "H", "H", "C", "C", "H", "H", "H", "H", "H", "H", "H", "H", "H", "H", "O", "H", "H", "C", "O", "H", "F", "H", "H", "S", "H", "H", "H", "C", "H", "H", "O", "H", "H", "C", "S", "H", "H"],
  "xyz": [[35.039, 37.369, -0.858], [31.082, 31.951, -6.099], [29.708, 30.034, -7.049], [35.116, 31.244, 2.210], [32.836, 32.924, -1.712], [36.782, 38.398, -1.112], [32.756, 31.245, 1.857], [28.501, 37.998, -4.150], [35.429, 34.239, -5.858], [28.300, 33.942, -5.280], [26.001, 34.190, -2.040], [32.025, 29.116, -0.239], [36.143, 37.760, -1.736], [25.881, 29.413, 0.279], [33.814, 35.066, 0.322], [31.164, 37.670, -3.988], [35.451, 36.783, 0.427], [26.537, 30.685, -0.756], [35.793, 37.576, 1.103], [31.983, 35.413, -6.166], [35.544, 34.333, -2.878], [31.789, 32.489, -2.657], [29.345, 31.386, -7.331], [30.579, 39.979, -4.801], [29.697, 31.585, -8.349], [35.569, 32.904, -1.282], [34.763, 29.543, -4.767], [35.667, 30.593, -2.570], [26.103, 33.208, -3.778], [37.688, 27.240, -2.348], [28.409, 31.352, 1.153], [33.405, 27.527, -6.643], [35.764, 28.528, -1.911], [31.658, 28.893, 1.419], [34.969, 29.774, -2.333], [32.426, 31.705, -3.696], [27.492, 32.908, -3.610], [35.123, 27.646, -1.987], [29.868, 30.965, 1.438], [30.523, 30.904, -0.520], [30.145, 33.292, -6.636], [35.627, 38.543, -2.907], [25.425, 33.405, -2.542], [38.427, 27.009, -3.114], [35.348, 28.622, -4.803], [32.952, 34.163, 0.999], [35.405, 31.127, 0.509], [40.104, 33.425, -2.705], [34.673, 33.757, -5.231], [35.538, 37.247, -4.922], [34.099, 29.609, -3.482], [39.804, 34.033, -1.848], [32.805, 26.652, -6.398], [34.421, 30.210, -1.498], [30.786, 31.662, -2.032], [28.872, 29.191, -8.812], [25.363, 32.556, -1.858], [37.050, 26.355, -2.287], [33.505, 35.123, -7.008], [34.209, 36.158, 1.096], [28.025, 31.981, 1.963], [27.644, 30.187, 0.977], [32.875, 28.661, -5.979], [32.813, 39.250, -4.308], [32.322, 33.555, 0.349], [29.750, 29.184, -8.158], [25.789, 31.122, 0.746], [33.422, 27.672, -7.727], [33.413, 36.908, 1.149], [29.466, 32.240, -4.947], [33.825, 29.723, -5.971], [34.424, 27.351, -6.288], [40.047, 33.584, -0.882], [35.244, 30.514, 1.402], [31.738, 29.672, 0.658], [30.501, 30.298, 0.302], [32.872, 35.783, -2.482], [33.525, 34.569, -5.112], [32.228, 34.650, 1.656], [34.402, 32.794, -5.673], [33.567, 33.435, 1.532], [31.136, 33.642, -3.275], [33.590, 30.500, -3.553], [31.792, 38.517, -6.343], [30.044, 32.910, -4.433], [30.436, 31.882, 1.642], [28.158, 32.904, -4.961], [29.957, 30.307, 2.305], [29.544, 36.548, -5.895], [24.430, 33.834, -2.657], [35.186, 33.301, -3.879], [36.348, 39.105, -3.500], [34.588, 38.233, -0.579], [30.052, 32.249, -6.305], [34.066, 29.775, 1.217], [27.992, 33.717, -3.063], [34.872, 39.251, -2.555], [36.046, 34.481, -0.880], [40.351, 34.969, -1.964], [33.147, 31.270, 0.115], [26.420, 30.359, 0.280], [32.782, 34.686, -6.311], [33.311, 30.683, -5.922], [36.474, 36.732, -4.684], [32.347, 33.773, -6.718], [36.325, 36.139, 0.342], [38.195, 27.328, -1.383], [36.807, 36.965, -2.077], [35.806, 38.089, -5.565], [28.476, 31.997, 0.271], [36.107, 29.890, 1.627], [35.954, 28.638, -0.837], [36.986, 28.439, -2.599], [35.457, 30.398, -4.815], [37.752, 32.740, -2.811], [32.926, 30.628, 0.970], [38.436, 34.353, -1.851], [34.978, 36.558, -5.550], [29.470, 35.928, -3.637], [28.263, 31.524, -7.396], [34.480, 32.616, -3.405], [31.408, 38.801, -4.984], [36.009, 32.599, -4.055], [27.744, 32.066, -2.962], [37.851, 32.491, -1.093], [37.600, 33.242, -1.849], [27.448, 32.422, -5.637], [34.432, 29.646, -6.877], [34.864, 37.662, -3.744], [34.482, 35.923, 2.128], [29.892, 28.155, -7.824], [36.154, 33.740, -1.671], [29.619, 37.208, -4.603], [30.589, 29.310, -8.853], [36.293, 34.917, -3.236]],
  "forces_ev_per_a": [[-0.095, -0.775, -0.350], [0.031, -0.558, -0.573], [-0.371, -0.299, -0.287], [0.062, -0.032, 0.317], [0.978, 1.998, 1.026], [0.414, 0.299, -0.301], [-0.086, 0.075, 0.124], [1.652, 0.116, -0.721], [0.121, 0.169, -0.016], [-0.383, 0.182, -0.206], [-0.066, 0.001, 0.507], [0.357, -0.012, -0.017], [0.939, 0.883, 0.829], [0.144, -0.052, 0.108], [-0.686, -0.184, -0.550], [-3.174, -2.758, -0.516], [-0.690, 0.549, 0.460], [0.426, -0.102, -0.120], [0.069, 0.199, 0.084], [0.009, -0.065, 0.164], [-0.233, -0.144, -0.160], [-0.313, -2.615, -0.527], [1.109, -0.669, -0.313], [0.482, -1.436, -0.139], [0.269, 0.457, -0.003], [-0.377, -0.037, -0.499], [0.495, 0.515, 0.380], [0.758, -0.079, 0.121], [-0.539, -0.850, 0.444], [-0.076, -0.016, 0.592], [1.094, -0.024, -0.097], [-0.055, 0.420, 0.557], [-0.792, 1.020, 1.012], [-0.294, 0.314, 0.386], [0.699, 0.147, -0.855], [0.943, 0.006, -1.592], [0.680, 1.171, 0.823], [0.116, -0.179, -0.480], [0.177, -0.101, -0.690], [0.429, -0.304, -0.052], [-0.381, 0.149, -0.512], [-1.466, -0.333, -0.383], [1.091, 1.162, -0.003], [-0.017, 0.523, -0.167], [0.080, 0.018, -0.390], [-0.512, -0.879, 0.490], [0.454, -0.056, -0.191], [-0.163, -0.428, 0.129], [-0.330, -0.713, 0.682], [0.766, 0.048, -0.218], [-0.627, 0.258, -0.033], [0.002, 0.617, -0.020], [-0.124, 0.115, 0.009], [-0.435, -0.577, 0.057], [-0.784, 0.081, 1.112], [-0.421, 0.230, 0.277], [0.163, -0.413, -0.317], [-0.360, 0.111, -0.042], [-0.344, -0.063, -0.623], [1.306, 0.423, -0.340], [-0.175, -0.059, 0.204], [-0.534, -0.026, -0.323], [-0.155, -0.093, -0.676], [-0.320, -0.011, -0.135], [0.504, 0.358, -0.691], [0.141, -0.677, -0.327], [-0.077, 0.020, 0.285], [0.006, 0.005, -0.136], [-0.104, 0.129, -0.020], [-0.957, 0.342, -0.846], [0.218, -1.269, 0.953], [0.125, -0.242, -0.136], [0.340, -0.288, -0.151], [-0.680, 0.795, -0.203], [0.917, 0.345, -1.510], [-1.180, -0.180, 1.577], [0.507, -2.422, -0.727], [-0.239, -0.035, 1.203], [0.374, 0.382, 0.301], [-0.113, 0.097, -0.462], [-0.039, 0.190, 0.384], [0.258, 3.738, 0.077], [-0.714, -0.667, 0.458], [-0.347, -0.585, 0.943], [0.040, -0.749, 0.107], [-0.264, 0.381, 0.511], [-0.096, -0.476, -0.313], [-0.184, 0.025, 0.132], [0.998, 1.710, 1.245], [-0.050, -0.292, -0.619], [0.335, -0.419, 0.589], [0.309, -0.218, 0.155], [-0.286, 0.096, -0.361], [-0.069, 0.663, 1.172], [-0.044, -0.071, 0.223], [-0.324, 0.379, 0.253], [0.139, 0.272, 0.054], [0.572, -0.003, 0.017], [-0.020, 0.048, 0.226], [-0.200, 0.105, -0.102], [0.168, 0.351, 0.185], [0.498, 1.010, -0.364], [-0.224, -0.121, 0.065], [0.141, -0.037, 0.179], [0.296, -0.287, 0.398], [-0.389, -0.439, -0.267], [0.174, -0.130, 0.099], [-0.467, -0.524, 0.200], [-0.131, 0.278, 0.144], [-0.454, -0.183, -0.381], [-0.188, -0.245, -0.158], [0.207, -0.059, 0.181], [0.257, -0.612, -0.995], [0.603, -0.034, -0.289], [-0.382, -0.276, -0.068], [0.150, -1.287, 0.068], [0.491, 0.962, 0.170], [-0.594, 0.097, 0.529], [0.727, 0.634, -0.036], [-0.117, -0.082, 0.438], [-0.540, 0.525, -0.078], [3.025, 5.980, -1.993], [0.463, 0.314, -0.320], [-0.539, -0.696, -0.494], [0.097, 0.218, 0.354], [-0.937, -0.091, -0.485], [0.191, -0.089, -0.217], [0.058, 0.346, -0.167], [0.006, -0.593, -0.512], [-0.124, -0.486, 0.035], [-0.241, 0.061, 0.398], [-0.267, -0.620, 0.285], [-2.829, -3.711, 1.591], [0.342, 0.733, 0.176], [-0.207, 0.300, -0.386]]
}

[2]
{
  "formula": "C26H26BrN8O8P2S2W",
  "method": "the ωB97M-V functional and the def2-TZVPD basis",
  "multiplicity": 1,
  "e_homo_ev": [-9.6251, -9.6200],
  "total_charge": 1,
  "homo_lumo_gap_ev": [6.0, 6.0],
  "symbols": ["H", "Br", "C", "C", "H", "C", "N", "O", "H", "H", "H", "H", "O", "H", "S", "C", "H", "H", "C", "N", "C", "N", "C", "H", "H", "H", "O", "C", "C", "H", "N", "H", "C", "H", "C", "C", "S", "C", "H", "O", "H", "H", "N", "C", "H", "C", "H", "O", "W", "C", "C", "O", "H", "N", "P", "O", "H", "C", "C", "C", "C", "H", "C", "C", "C", "P", "C", "O", "N", "N", "C", "H", "H", "H"],
  "xyz": [[3.423, -3.927, 0.507], [-2.002, -6.019, -2.176], [1.015, -2.649, 3.627], [-2.847, 3.415, 1.749], [2.485, -6.634, -0.046], [0.670, 4.298, -0.595], [0.565, 3.065, -1.120], [-0.328, 2.785, 1.390], [0.827, -6.861, -1.892], [-1.653, -3.208, -1.970], [-0.752, -2.759, -3.357], [1.542, 3.835, -4.258], [-1.379, 2.169, 3.742], [-2.078, -4.821, 0.509], [-1.458, -0.904, -0.371], [1.498, -6.195, 0.039], [1.719, 6.085, -3.261], [0.943, -3.137, 4.593], [1.956, -2.607, 1.400], [1.420, -0.640, 0.066], [2.278, -1.040, -0.845], [-1.085, -2.520, -2.437], [0.865, 2.926, -2.429], [0.452, 4.378, 0.455], [-2.389, 5.284, 1.400], [-3.829, 4.464, 3.336], [-0.829, 4.572, 3.018], [-0.124, -5.006, 1.372], [0.342, -1.439, 3.409], [-0.412, -4.512, 2.289], [3.650, 1.762, -1.543], [3.727, -2.484, -1.486], [1.282, 3.989, -3.223], [0.390, -0.787, -3.407], [2.847, -3.017, 0.387], [-3.997, 3.566, 2.740], [2.313, 1.912, 0.959], [0.663, 1.593, -2.945], [-3.932, 0.690, 2.113], [-2.738, 4.547, 0.882], [-4.950, 3.672, 2.222], [-4.034, 2.724, 3.434], [2.394, -4.509, 2.924], [1.385, 5.244, -2.667], [0.848, 2.131, -5.006], [-0.702, -5.819, -0.802], [-4.590, 2.873, -0.729], [-4.504, 2.161, -0.081], [0.121, 1.226, 0.080], [0.436, -0.828, 2.178], [-0.825, -1.357, -1.847], [-1.973, 1.907, -0.390], [0.160, 0.555, -4.778], [0.257, 0.745, -2.048], [-3.085, 2.031, 0.602], [-0.161, 0.295, 1.849], [1.901, 0.820, -4.492], [3.178, 1.846, -0.488], [1.059, 5.395, -1.328], [1.164, -5.507, 1.201], [-1.064, -5.175, 0.368], [1.119, 6.355, -0.837], [1.750, -3.258, 2.641], [3.016, -2.227, -0.713], [1.276, -1.395, 1.196], [-1.236, 3.071, 2.598], [0.573, -6.332, -0.984], [-3.218, 0.724, 1.464], [2.151, -5.506, 2.240], [0.012, -0.532, -2.508], [0.901, 1.248, -4.378], [-0.600, 4.619, 3.954], [2.441, -0.395, -1.695], [-0.240, -0.970, 4.192]],
  "forces_ev_per_a": [[-0.013, 0.042, -0.022], [0.054, 0.051, 0.004], [0.090, -0.048, 0.051], [-0.068, 0.015, 0.018], [-0.016, 0.009, -0.004], [0.098, 0.025, 0.075], [0.006, -0.070, -0.003], [0.391, -0.437, 0.140], [0.001, 0.013, 0.010], [-0.020, -0.047, 0.060], [0.020, 0.022, 0.014], [-0.005, -0.029, -0.001], [0.044, 0.015, 0.017], [0.047, -0.004, -0.016], [0.142, 0.125, 0.048], [-0.041, 0.050, 0.059], [-0.013, -0.017, 0.015], [0.006, 0.007, -0.034], [-0.097, 0.264, 0.137], [-0.170, 0.135, -0.184], [0.109, -0.001, -0.060], [-0.079, -0.143, -0.040], [-0.192, -0.128, -0.091], [-0.001, 0.029, 0.013], [0.015, -0.005, 0.010], [0.001, -0.016, 0.002], [0.040, 0.007, -0.111], [-0.094, -0.126, -0.060], [-0.078, 0.002, -0.039], [0.022, -0.053, -0.040], [0.049, 0.042, 0.050], [-0.013, -0.008, 0.015], [0.059, 0.108, 0.006], [0.040, -0.008, 0.030], [0.107, -0.110, 0.013], [0.010, -0.060, 0.030], [0.309, 0.061, 0.104], [-0.042, 0.258, -0.084], [0.047, 0.017, 0.060], [-0.041, -0.097, 0.016], [0.016, 0.008, 0.004], [0.004, 0.028, -0.026], [-0.073, 0.124, 0.247], [0.026, -0.029, -0.095], [0.036, 0.015, 0.013], [0.020, -0.014, -0.094], [0.009, 0.053, 0.007], [0.070, 0.114, -0.077], [-0.794, -0.101, 0.007], [0.264, 0.099, 0.085], [0.093, 0.046, -0.095], [0.142, -0.130, -0.089], [-0.015, -0.004, 0.036], [0.228, -0.083, 0.285], [-0.052, 0.018, 0.117], [-0.298, 0.011, 0.060], [-0.012, -0.033, -0.045], [-0.186, -0.039, -0.092], [-0.010, 0.060, 0.090], [-0.208, -0.068, -0.073], [-0.039, 0.063, 0.091], [0.002, -0.013, -0.013], [0.128, 0.062, -0.073], [0.068, -0.002, -0.090], [0.071, -0.075, 0.092], [-0.123, 0.186, -0.191], [-0.028, 0.010, 0.006], [-0.071, -0.011, -0.138], [0.183, -0.182, -0.074], [-0.100, -0.028, -0.032], [-0.016, 0.006, -0.061], [-0.046, 0.008, 0.045], [-0.009, 0.010, -0.003], [-0.004, -0.001, -0.030]]
}

[3]
{
  "formula": "H22O11",
  "method": "the ωB97M-V functional and the def2-TZVPD basis",
  "multiplicity": 1,
  "e_homo_ev": -10.9854,
  "homo_lumo_gap_ev": 10.5,
  "symbols": ["H", "H", "H", "O", "H", "O", "H", "H", "H", "O", "O", "H", "O", "H", "H", "H", "H", "H", "H", "H", "H", "H", "O", "H", "H", "O", "H", "H", "O", "O", "H", "O", "O"],
  "xyz": [[4.307, 2.046, -2.096], [-3.482, 3.712, -0.166], [2.434, 3.911, -1.461], [-0.303, -3.102, 2.490], [2.841, -2.011, 0.106], [1.861, 4.270, -0.738], [1.809, 0.141, 0.339], [0.787, -3.000, -0.091], [0.459, -2.711, 2.730], [-3.705, 2.928, 0.305], [4.685, 1.520, -1.389], [-1.042, 1.361, 3.443], [-4.499, -0.265, -1.572], [-0.293, 0.563, 0.039], [-0.143, -3.620, -1.223], [-1.319, -2.360, -1.839], [1.529, 1.086, 1.362], [-4.049, 0.380, -2.127], [-2.498, -3.308, -1.787], [-3.790, -0.817, -1.227], [2.246, 5.082, -0.390], [-1.675, 1.121, 2.144], [1.207, 0.250, 1.000], [-2.817, 2.630, 0.576], [-0.071, -3.933, 2.004], [3.501, -2.110, 0.726], [-1.640, 1.073, -0.015], [3.914, -2.986, 0.629], [-1.870, 1.499, 2.954], [-2.001, -2.783, -2.387], [3.952, 0.826, -1.267], [0.438, -2.838, -0.975], [-0.771, 1.447, -0.099]],
  "forces_ev_per_a": [[0.139, 0.299, -0.295], [-0.013, 1.098, -0.688], [-0.624, 0.899, 1.164], [-3.986, -3.279, -2.220], [-2.088, -0.051, -2.281], [0.384, -0.707, -0.792], [2.667, -0.959, -3.093], [-0.353, -0.105, 0.041], [4.287, 2.106, 1.316], [0.633, -1.069, 0.568], [-1.953, -1.739, 0.363], [-0.510, 0.189, -0.031], [0.132, -0.059, 0.077], [-0.040, 2.137, -0.096], [1.338, 1.232, 0.547], [-0.295, 0.072, -0.276], [-0.515, 0.101, 0.315], [-0.054, 0.037, 0.017], [-0.870, -0.692, 0.758], [-0.083, -0.021, -0.135], [0.247, -0.185, -0.327], [0.530, -1.114, -2.678], [-1.575, 0.449, 2.985], [-0.568, 0.130, 0.172], [-0.243, 1.145, 0.896], [2.446, -0.595, 2.383], [-1.326, 0.301, -0.380], [-0.393, 0.583, -0.207], [0.065, 0.952, 2.786], [0.959, 0.790, -0.463], [1.862, 1.416, -0.122], [-0.797, -1.193, -0.468], [0.597, -2.167, 0.163]]
}

Table of ΔE to the lowest compared entry with this formula, charge and spin (eV), in record order: 0.0497 0.7950 3.6026